#A
A 2-piece molecular cluster, C12H17N overall. Source: the OMol25 dataset; level of theory: ωB97M-V/def2-TZVPD.

Calculated values
multiplicity	2
lowest unoccupied orbital energy (alpha / beta)	-4.01 / -7.14	eV
<S²>	0.7698
HOMO level (alpha / beta)	-13.047 / -13.047	eV
orbital gap (alpha / beta)	9.039 / 5.904	eV
net charge	+1

Last column: Löwdin spin population.
Cartesian coordinates (Å):
C  -0.81239  2.25090  0.33964  0.05
C  -3.03364  -0.41414  1.59287  0.03
C  -1.66699  -0.06768  1.28902  0.01
C  -1.68787  1.35972  1.13597  0.24
C  -2.92318  1.88949  1.61002  0.23
C  -2.67212  -2.72705  1.29030  0.10
C  -3.55683  -1.71497  1.60282  0.04
C  -1.28072  -2.49652  1.24151  0.00
C  -0.85263  -1.21189  1.17154  0.10
N  -3.73178  0.73795  1.82202  0.14
H  -2.93865  -3.75164  1.49543  0.00
H  -4.58807  -2.10478  1.73806  0.00
H  -0.63737  -3.44509  1.28658  0.00
H  0.24590  -0.97665  0.94297  0.00
H  -4.69072  0.81266  2.20275  0.00
H  -3.33065  2.94948  1.53339  0.01
H  0.07635  1.64421  -0.06618  0.00
H  -0.49927  3.15903  1.02156  0.02
H  -1.22052  2.61405  -0.66281  0.02
C  3.81615  -0.48067  -2.27762  0.00
C  2.98333  0.43610  -3.14605  0.00
C  4.09202  0.15972  -0.85764  0.00
H  3.26426  -1.38368  -2.32499  0.00
H  4.87185  -0.69282  -2.66885  0.00
H  3.36762  1.40725  -2.82402  0.00
H  1.84181  0.43155  -2.82721  0.00
H  4.57374  1.16738  -0.98880  0.00
H  3.19472  0.72909  -0.31836  0.00
H  3.27135  0.25582  -4.21983  0.00
H  4.52434  -0.53681  -0.13410  0.00

---

#B
A 2-piece molecular cluster, C12H17N overall. Source: the OMol25 dataset; level of theory: ωB97M-V/def2-TZVPD.

Calculated values
multiplicity	2
lowest unoccupied orbital energy (alpha / beta)	-3.80 / -6.93	eV
<S²>	0.7756
HOMO level (alpha / beta)	-12.979 / -13.522	eV
orbital gap (alpha / beta)	9.180 / 6.596	eV
net charge	+1

Last column: Löwdin spin population.
Cartesian coordinates (Å):
C  -3.29130  1.16451  -0.61133  0.00
C  -4.25409  0.29077  -1.44942  0.00
H  -2.71573  0.53346  0.06562  0.00
H  -2.57658  1.65228  -1.26589  0.00
H  -3.89916  1.76622  0.05737  0.00
H  -3.81410  -0.06570  -2.37758  0.00
H  -5.12983  0.90258  -1.65910  0.00
H  -4.59289  -0.58002  -0.89342  0.00
C  1.94954  -0.12863  -1.82795  0.02
C  2.03391  1.42848  -1.96393  0.02
C  1.08919  -0.49609  -0.67160  0.20
C  -0.29553  -0.80313  -0.67470  0.25
C  1.51589  -0.62909  0.65729  0.03
C  0.35558  -0.79359  1.45244  0.05
C  2.77655  -0.62307  1.28994  0.12
C  0.39395  -0.84527  2.81971  0.02
C  2.84953  -0.65130  2.66683  -0.01
C  1.66588  -0.67009  3.40236  0.14
N  -0.71875  -1.08457  0.57384  0.12
H  1.48454  -0.51572  -2.73970  0.00
H  2.92430  -0.61407  -1.73922  0.00
H  3.04569  1.73250  -2.20590  0.00
H  -0.89629  -1.08788  -1.52698  0.01
H  -1.66449  -0.76819  0.77290  0.00
H  3.65187  -0.63363  0.65927  0.01
H  -0.52167  -0.89145  3.38689  0.00
H  3.81148  -0.58123  3.14504  0.00
H  1.69767  -0.65590  4.48041  0.01
H  1.73647  1.91549  -1.04114  0.00
H  1.38839  1.73232  -2.78206  0.00

---

Which one sits at the top of the stability order? #B does.

---

#A
An isolated ion of composition C4H10N4 and charge +2. Source: the OMol25 dataset; level of theory: ωB97M-V/def2-TZVPD.

Calculated values
lowest unoccupied orbital energy	-10.15	eV
HOMO level	-19.408	eV
orbital gap	9.254	eV
net charge	+2

Last column: natural (NBO) charge in e.
Cartesian coordinates (Å):
N  -2.15969  1.81882  -0.72773  -0.45
C  -1.09199  1.56655  -0.36900  0.77
N  0.01293  1.51192  0.25887  -0.63
C  1.37528  1.05039  0.00682  -0.22
C  1.38672  -0.49115  0.19272  -0.37
C  0.37290  -1.27696  -0.73053  -0.33
N  -0.80709  -0.86246  -0.20685  0.09
N  -1.40194  -1.63715  0.53529  -0.28
H  -2.90506  2.42184  -1.02927  0.51
H  0.10110  1.95440  1.24003  0.50
H  1.94833  1.47044  0.88204  0.26
H  1.75926  1.39737  -0.94892  0.26
H  2.41629  -0.84242  0.18646  0.29
H  1.03821  -0.61123  1.21245  0.21
H  0.50598  -1.03020  -1.72289  0.28
H  0.68527  -2.38356  -0.62539  0.25
H  -1.01517  -2.57677  0.72862  0.41
H  -2.22133  -1.47983  1.11727  0.45

---

#B
An isolated ion of composition C4H10N4 and charge +2. Source: the OMol25 dataset; level of theory: ωB97M-V/def2-TZVPD.

Calculated values
lowest unoccupied orbital energy	-12.17	eV
HOMO level	-21.379	eV
orbital gap	9.214	eV
net charge	+2

Last column: natural (NBO) charge in e.
Cartesian coordinates (Å):
C  2.70388  -0.59457  -0.01133  -0.52
N  1.51013  -0.01796  -0.03758  0.17
N  0.34164  -0.72529  0.15763  0.13
N  -0.71075  0.07429  0.02873  -0.15
C  -1.47378  0.17626  1.26666  -0.45
C  -1.63021  -0.42505  -1.16730  -0.40
C  -0.03170  1.39787  -0.19409  0.36
N  1.22478  1.24840  -0.20153  -0.14
H  2.69810  -1.67358  0.19218  0.32
H  3.53591  -0.17977  0.68990  0.36
H  3.22932  -0.29480  -1.02653  0.34
H  -0.94404  0.09110  2.14868  0.28
H  -2.14193  1.08612  1.43973  0.30
H  -2.03155  -0.68984  1.23082  0.26
H  -1.21388  -0.57053  -2.20525  0.30
H  -2.05089  -1.43372  -0.78118  0.29
H  -2.38659  0.32264  -1.26556  0.26
H  -0.62842  2.20843  -0.26399  0.27

---

#C
An isolated ion of composition C4H10N4 and charge +2. Source: the OMol25 dataset; level of theory: ωB97M-V/def2-TZVPD.

Calculated values
lowest unoccupied orbital energy	-7.38	eV
HOMO level	-18.757	eV
orbital gap	11.377	eV
net charge	+2

Last column: natural (NBO) charge in e.
Cartesian coordinates (Å):
C  1.02665  0.59870  1.15150  -0.68
C  0.18376  0.78908  -0.13485  0.25
N  -0.52725  2.09400  -0.31942  -0.69
C  0.27986  0.02519  -1.44776  -0.25
N  -0.82641  -0.23070  -0.52390  -0.21
N  -0.83498  -1.41886  0.05791  -0.14
C  -1.16454  -2.54201  0.08983  0.74
N  -1.43928  -3.72704  0.49518  -0.75
H  1.67427  -0.27006  0.87747  0.27
H  0.49761  0.50736  2.05944  0.26
H  1.71786  1.41599  1.46895  0.29
H  -0.15033  2.74731  0.36886  0.46
H  -1.40505  2.18281  0.19054  0.47
H  -0.54057  2.49072  -1.27025  0.48
H  1.14717  -0.69029  -1.64115  0.28
H  -0.06092  0.51394  -2.40395  0.26
H  -2.39031  -4.08415  0.68295  0.48
H  -0.79496  -4.54851  0.34853  0.48

---

Which one sits at the top of the stability order? #C does.

---

#A
A 2-piece molecular cluster, C4H12NOS overall. Source: the OMol25 dataset; level of theory: ωB97M-V/def2-TZVPD.

Calculated values
lowest unoccupied orbital energy (alpha / beta)	-5.65 / -5.50	eV
HOMO level (alpha / beta)	-9.718 / -9.836	eV
orbital gap (alpha / beta)	4.067 / 4.334	eV
net charge	+1

Last column: natural (NBO) charge in e.
Cartesian coordinates (Å):
C  -2.06356  -0.69194  -1.51801  -0.80
C  1.79744  1.79487  -0.94752  -0.76
C  -2.73036  -0.01396  -0.38551  0.57
C  1.06664  -0.15446  1.11992  -0.70
N  2.08307  -0.92045  1.84739  -0.68
O  -3.11128  -0.53620  0.75433  -0.53
S  1.60213  0.03174  -0.54689  0.16
H  -2.55330  -1.66343  -1.67643  0.28
H  -2.25017  -0.22043  -2.48783  0.28
H  -0.93147  -0.88774  -1.37345  0.35
H  1.35744  1.91786  -1.89074  0.22
H  2.77231  2.33807  -0.95164  0.23
H  1.03583  2.31471  -0.23100  0.22
H  -3.05616  0.98964  -0.52515  0.21
H  0.83921  0.67813  1.76893  0.19
H  3.05766  -0.80374  1.57249  0.40
H  2.02469  -1.93020  1.72563  0.41
H  2.00601  -0.70963  2.83655  0.42
H  -2.94614  -1.53280  0.90892  0.54

---

#B
An isolated ion of composition C4H12NOS and charge +1. Source: the OMol25 dataset; level of theory: ωB97M-V/def2-TZVPD.

Calculated values
lowest unoccupied orbital energy	-3.64	eV
HOMO level	-12.642	eV
orbital gap	8.999	eV
net charge	+1

Last column: natural (NBO) charge in e.
Cartesian coordinates (Å):
N  -0.51280  -1.31992  -1.38665  -0.71
C  -0.33619  -0.18206  -0.40430  -0.06
C  -1.23373  -0.39033  0.76318  -0.11
O  -2.64723  -0.50545  0.39400  -0.75
C  1.18196  -0.05391  0.07142  -0.41
C  1.57280  1.12835  0.88002  -0.54
S  1.07930  2.64944  -0.03897  -0.06
H  -1.58972  -1.30026  -1.58655  0.47
H  -0.28341  -2.28061  -1.14364  0.44
H  -0.22094  -1.20918  -2.42707  0.46
H  -0.62891  0.64698  -1.00246  0.24
H  -1.27436  0.57955  1.18807  0.22
H  -0.90642  -1.14205  1.44002  0.20
H  -3.23120  -0.40073  1.17301  0.51
H  1.21415  -0.98413  0.85360  0.21
H  1.77707  -0.30075  -0.83748  0.23
H  1.17404  1.17491  1.88219  0.24
H  2.68244  1.21379  1.08214  0.27
H  2.18316  2.67636  -0.90053  0.15

---

#C
An isolated ion of composition C4H12NOS and charge +1. Source: the OMol25 dataset; level of theory: ωB97M-V/def2-TZVPD.

Calculated values
lowest unoccupied orbital energy	-3.40	eV
HOMO level	-12.554	eV
orbital gap	9.152	eV
net charge	+1

Last column: natural (NBO) charge in e.
Cartesian coordinates (Å):
N  -1.17694  -1.53058  0.44625  -0.70
C  -0.09886  -0.49860  0.00682  -0.06
C  1.24719  -0.95473  0.46738  -0.10
O  1.32958  -2.33540  0.05468  -0.76
C  -0.45517  0.91778  0.42326  -0.44
C  0.04123  2.05640  -0.43569  -0.48
S  -1.04999  2.22551  -1.95964  -0.06
H  -0.86327  -2.41577  -0.01607  0.47
H  -1.10051  -1.75505  1.45878  0.44
H  -2.13557  -1.23353  0.18477  0.46
H  -0.09156  -0.73367  -1.12187  0.24
H  2.09661  -0.41615  0.07320  0.23
H  1.37131  -0.88523  1.60489  0.19
H  2.12333  -2.46620  -0.57035  0.51
H  0.01444  1.01265  1.53588  0.23
H  -1.56287  0.83215  0.64082  0.22
H  1.16280  1.65601  -0.56891  0.20
H  0.08447  2.98629  0.01787  0.24
H  -0.93620  3.53814  -2.24210  0.17

---

Which one sits at the top of the stability order? #C does.

---

#A
An isolated molecule of C17H26N2OS. Source: the OMol25 dataset; level of theory: ωB97M-V/def2-TZVPD.

Calculated values
lowest unoccupied orbital energy	0.67	eV
HOMO level	-8.210	eV
orbital gap	8.879	eV

Last column: natural (NBO) charge in e.
Cartesian coordinates (Å):
C  3.38571  -2.69018  3.34678  -0.60
C  2.76899  -2.34944  1.99304  -0.22
C  3.38692  -3.19504  0.88421  -0.61
C  1.25165  -2.57386  2.03824  -0.21
N  0.61416  -2.21216  0.78031  -0.46
C  -0.57372  -2.99411  0.49388  -0.20
C  -0.98398  -2.91070  -0.98065  -0.51
C  -1.83249  -1.69669  -1.29899  0.69
O  -3.00317  -1.79477  -1.61174  -0.63
N  -1.20942  -0.49342  -1.22413  -0.45
C  -1.98362  0.69977  -1.49145  -0.24
C  -2.57481  1.29100  -0.21366  -0.54
S  -3.44419  2.85423  -0.54645  0.26
C  -2.15460  3.94642  -1.08361  -0.16
C  -2.53806  5.01117  -1.89359  -0.23
C  -1.59855  5.92256  -2.33351  -0.19
C  -0.26664  5.77789  -1.97849  -0.25
C  0.11303  4.72373  -1.16646  -0.13
C  -0.82418  3.81291  -0.71100  -0.28
C  0.15252  -0.34410  -0.76577  -0.23
C  0.36563  -0.78868  0.68638  -0.23
H  4.46018  -2.52495  3.32587  0.21
H  3.20428  -3.73393  3.59434  0.20
H  2.95855  -2.07206  4.13363  0.21
H  2.97029  -1.29512  1.77714  0.19
H  3.26688  -4.25328  1.10501  0.20
H  4.44853  -2.98166  0.78535  0.21
H  2.89372  -2.98131  -0.05969  0.22
H  0.81728  -2.01753  2.88567  0.17
H  1.07625  -3.63647  2.21937  0.20
H  -0.33941  -4.03762  0.71593  0.21
H  -1.42947  -2.69646  1.12703  0.17
H  -0.08860  -2.92744  -1.60305  0.22
H  -1.59501  -3.78090  -1.22439  0.24
H  -1.34678  1.43484  -1.99262  0.20
H  -2.80035  0.41955  -2.16142  0.25
H  -3.34016  0.62732  0.18761  0.25
H  -1.81662  1.46129  0.55088  0.20
H  -3.57670  5.11110  -2.16900  0.22
H  -1.90572  6.74530  -2.96168  0.22
H  0.47013  6.48469  -2.32886  0.21
H  1.14735  4.60850  -0.87594  0.20
H  -0.50737  3.01392  -0.05823  0.21
H  0.41468  0.71100  -0.86218  0.21
H  0.83314  -0.91849  -1.40270  0.21
H  1.24286  -0.26898  1.07547  0.21
H  -0.50911  -0.48783  1.29314  0.17

---

#B
An isolated molecule of C17H26N2OS. Source: the OMol25 dataset; level of theory: ωB97M-V/def2-TZVPD.

Calculated values
lowest unoccupied orbital energy	0.69	eV
HOMO level	-7.678	eV
orbital gap	8.368	eV

Last column: natural (NBO) charge in e.
Cartesian coordinates (Å):
C  1.93917  1.61132  2.28258  -0.61
C  3.46179  1.58328  2.28125  -0.40
C  4.00774  0.29821  1.65449  -0.20
N  3.47312  0.06208  0.32562  -0.46
C  4.01387  0.93988  -0.69755  -0.22
C  2.97426  1.20882  -1.80472  -0.52
C  1.61684  0.61765  -1.46121  0.72
O  0.63360  1.31388  -1.29382  -0.65
N  1.55209  -0.73706  -1.42069  -0.45
C  0.28235  -1.34305  -1.07743  -0.23
C  0.02876  -1.33430  0.42808  -0.55
S  -1.59824  -2.03032  0.84290  0.22
C  -2.76690  -0.76549  0.41503  -0.08
C  -4.10612  -1.11224  0.56692  -0.26
C  -5.09794  -0.19933  0.27478  -0.20
C  -4.78074  1.07716  -0.17693  -0.04
C  -5.85746  2.07574  -0.47677  -0.62
C  -3.44084  1.40707  -0.32248  -0.19
C  -2.43287  0.50377  -0.03107  -0.28
C  2.75115  -1.53635  -1.38171  -0.22
C  3.52972  -1.32640  -0.07148  -0.22
H  1.56599  1.59299  1.26262  0.22
H  1.57676  2.51454  2.76741  0.21
H  1.54343  0.75036  2.81701  0.20
H  3.83717  2.45775  1.74719  0.19
H  3.83762  1.64127  3.30526  0.21
H  3.69968  -0.54205  2.28234  0.20
H  5.11227  0.32527  1.65219  0.17
H  4.93962  0.52165  -1.13077  0.17
H  4.27431  1.88608  -0.22565  0.21
H  3.30064  0.80331  -2.76417  0.22
H  2.82413  2.28125  -1.92930  0.24
H  0.26139  -2.36760  -1.45595  0.20
H  -0.50091  -0.76760  -1.57862  0.24
H  0.09896  -0.32603  0.83085  0.24
H  0.73975  -1.97546  0.94835  0.22
H  -4.35579  -2.10341  0.91528  0.21
H  -6.13376  -0.48270  0.39644  0.21
H  -5.53214  2.77827  -1.24060  0.22
H  -6.10066  2.64382  0.42214  0.22
H  -6.76390  1.57885  -0.81548  0.21
H  -3.16650  2.39104  -0.67431  0.21
H  -1.41056  0.81589  -0.17100  0.24
H  2.47528  -2.58784  -1.47864  0.22
H  3.38431  -1.27889  -2.23542  0.20
H  4.56715  -1.68449  -0.21488  0.17
H  3.07520  -1.92138  0.72451  0.20

---

Which one sits at the top of the stability order? #B does.